Density functional theory data (ωB97M-V/def2-TZVPD) for a cluster of 2 separate species, C6H7N in total.

```
14
C6H7N (ωB97M-V/def2-TZVPD)
H 0.75 2.18 0.39
C 0.47 0.81 -1.27
H 1.76 0.74 0.50
C 1.18 -1.99 1.51
C 0.78 1.10 0.17
C -0.68 0.12 -1.35
H 1.09 1.13 -2.10
H -0.42 0.42 1.98
N 0.29 -2.40 0.85
H -1.14 -0.26 -2.26
C -1.21 -0.09 0.01
H -0.35 -1.66 0.43
H -2.17 -0.55 0.24
C -0.36 0.46 0.90
```

## Properties
HOMO energy	-9.11	eV
HOMO-LUMO gap	9.6	eV

=====

Density functional theory data (ωB97M-V/def2-TZVPD) for the ion C6H13N2 with charge +1.

```
21
C6H13N2 (ωB97M-V/def2-TZVPD)
C -0.59 -0.58 1.26
H 0.32 1.47 1.82
C 0.48 0.03 0.37
H 1.83 -1.96 0.57
C -1.60 -0.56 -0.79
C -0.07 -0.29 -1.09
H -2.69 -0.96 0.75
H 0.65 -0.95 -1.53
H 1.80 -0.73 1.77
H -1.01 0.17 1.98
H -2.43 -0.58 -1.55
N -1.81 -0.71 0.46
H -0.56 0.85 -2.85
H 2.65 -0.31 0.31
H -0.46 -1.59 1.74
C 1.69 -0.86 0.68
N 0.59 1.35 0.87
H 1.48 1.84 0.79
C -0.24 1.04 -1.90
H 0.80 1.38 -2.14
H -0.81 1.93 -1.53
```

## Properties
total charge	+1
SMILES	C[C@@H]1C=[NH+]C[C@]1(C)N
HOMO energy	-13.63	eV
HOMO-LUMO gap	9.3	eV

=====

Density functional theory data (ωB97M-V/def2-TZVPD) for a structure of composition FKO4P.

```
7
FKO4P (ωB97M-V/def2-TZVPD)
F -18.86 8.95 12.13
O -17.06 14.38 9.51
O -18.12 12.25 8.97
O -16.42 12.41 10.41
P -16.73 12.96 9.01
O -15.69 12.65 7.85
K -17.51 9.77 9.83
```

## Properties
total charge	-2
⟨S²⟩	0.76
2S+1	2
HOMO energy (alpha / beta)	-0.65 / 0.00	eV
HOMO-LUMO gap (alpha / beta)	5.1 / 4.5	eV

=====

Density functional theory data (ωB97M-V/def2-TZVPD) for a cluster of 3 separate species, C5H17NO3S in total.

```
27
C5H17NO3S (ωB97M-V/def2-TZVPD)
H 1.20 2.35 -0.40
H -3.05 -0.57 -0.84
N 0.44 0.35 -0.70
H -2.36 1.97 -1.72
H -1.36 0.80 -2.53
S 2.57 -1.01 1.88
H 2.02 2.23 1.72
H -2.35 -1.84 0.22
H 0.36 -0.37 2.33
H 2.06 -2.21 -1.33
H -0.94 1.70 0.33
H 2.37 1.02 -0.57
H 1.54 0.37 3.37
C -1.89 0.96 -1.54
C -0.97 0.80 -0.32
C 1.30 1.45 1.39
H 0.75 -1.89 -2.13
H -1.51 -3.07 -0.28
H 0.32 2.02 1.71
C 1.31 0.21 2.31
O -2.35 -2.79 0.15
O -2.82 -0.07 -1.62
H 0.60 0.39 -1.72
H 1.74 -1.91 1.37
H -1.44 0.11 0.38
O 1.11 -2.32 -1.34
C 1.38 1.32 -0.10
```

## Properties
SMILES	OCCNCCCS.O.O
HOMO energy	-8.81	eV
HOMO-LUMO gap	9.3	eV

=====

| no. | largest force on an atom (eV Å⁻¹) |
| --- | --- |
| 1 | 1.4 |
| 2 | 5.2 |
| 3 | 3.3 |
| 4 | 3.3 |